(P)
HINO | the ωB97M-V functional and the def2-TZVPD basis

Atoms and positions in Å:
N1 -0.366 0.177 0.584
O1 1.852 0.044 -0.196
I1 -1.068 -1.470 1.731
H1 1.382 -0.706 -0.009

The HOMO energy (spin up / spin down) comes out at -3.475 / -3.562 eV. The gap between HOMO and LUMO (spin up / spin down) comes out at 0.2485 / 0.2511 Eh. Its charge is -1.

(Q)
HINO | the ωB97M-V functional and the def2-TZVPD basis

Atoms and positions in Å:
N1 0.871 -1.068 -0.041
O1 -1.207 0.786 0.094
I1 2.450 -0.017 -0.160
H1 -2.115 0.300 0.107

The HOMO energy (spin up / spin down) comes out at -2.293 / -3.455 eV. The gap between HOMO and LUMO (spin up / spin down) comes out at 0.2079 / 0.2549 Eh. Its charge is -1.

Relative energy table, unit eV: (P) 0.000; (Q) 0.123

(P)
C4H14N3 | the ωB97M-V functional and the def2-TZVPD basis

Atoms and positions in Å:
C1 2.772 -0.624 0.495
C2 -1.940 1.254 -0.239
C3 2.078 0.547 -0.114
C4 1.399 0.518 -1.247
N1 -1.499 -1.269 -0.368
N2 -0.671 0.358 1.439
N3 -0.883 0.387 0.185
H1 2.720 -1.498 -0.156
H2 3.824 -0.383 0.662
H3 2.352 -0.874 1.475
H4 -2.863 1.152 0.343
H5 -1.566 2.273 -0.110
H6 -2.131 1.112 -1.298
H7 2.157 1.473 0.446
H8 -0.701 -1.890 -0.245
H9 0.954 1.403 -1.664
H10 1.329 -0.379 -1.841
H11 -2.317 -1.619 0.129
H12 -1.695 -1.173 -1.362
H13 -1.381 0.583 2.138
H14 0.213 -0.024 1.754

The HOMO energy comes out at -12.656 eV. The gap between HOMO and LUMO comes out at 0.3247 Eh. Its charge is +1.

(Q)
C4H14N3 | the ωB97M-V functional and the def2-TZVPD basis

Atoms and positions in Å:
C1 -1.331 0.516 -1.282
C2 -0.947 0.525 1.245
C3 1.802 0.946 0.080
C4 -0.735 -0.146 -0.075
N1 -0.910 -1.573 -0.024
N2 1.110 -0.130 -0.568
N3 1.539 -1.401 -0.148
H1 -1.017 1.552 -1.339
H2 -2.418 0.493 -1.233
H3 -1.004 0.017 -2.190
H4 -0.495 -0.030 2.064
H5 -0.555 1.537 1.244
H6 -2.019 0.597 1.431
H7 2.821 0.987 -0.310
H8 1.313 1.881 -0.175
H9 1.851 0.840 1.171
H10 -1.342 -1.951 -0.864
H11 -1.380 -1.909 0.812
H12 2.077 -1.869 -0.879
H13 2.069 -1.409 0.735
H14 0.355 -1.889 -0.027

The HOMO energy comes out at -13.513 eV. The gap between HOMO and LUMO comes out at 0.3900 Eh. Its charge is +1.

(R)
C4H14N3 | the ωB97M-V functional and the def2-TZVPD basis

Atoms and positions in Å:
C1 1.052 -1.482 -1.342
C2 1.909 -2.324 -0.459
H1 0.278 -2.168 -1.691
H2 0.548 -0.686 -0.852
H3 1.617 -1.053 -2.203
H4 1.426 -2.964 0.298
H5 2.719 -1.730 0.112
H6 2.404 -3.143 -1.059
C3 -0.882 -0.265 2.024
C4 -0.657 1.144 -0.036
N1 -1.364 0.339 0.806
N2 0.521 1.884 0.425
N3 -0.885 1.102 -1.368
H7 -2.373 0.284 0.578
H8 0.549 2.033 1.436
H9 0.720 2.624 -0.282
H10 -1.266 0.231 -1.879
H11 -0.934 2.043 -1.806
H12 -1.626 -0.988 2.514
H13 -0.604 0.608 2.791
H14 0.110 -0.807 1.872

The HOMO energy comes out at -14.580 eV. The gap between HOMO and LUMO comes out at 0.3943 Eh. Its charge is +1.

Relative energy table, unit eV: (P) 2.461; (Q) 0.752; (R) 0.000

(P)
C4H14N3 | the ωB97M-V functional and the def2-TZVPD basis

Atoms and positions in Å:
C1 -0.107 -2.276 -0.799
C2 0.744 0.144 -1.071
N1 0.984 -1.188 -0.893
N2 -0.352 0.733 -1.763
N3 1.579 0.963 -0.285
H1 1.938 -1.416 -0.723
H2 -1.211 0.005 -1.722
H3 -0.500 1.666 -1.505
H4 2.530 0.716 -0.143
H5 1.453 1.982 -0.249
H6 -0.835 -2.169 0.083
H7 0.254 -3.255 -0.895
H8 -0.853 -2.019 -1.602
C3 -1.595 0.997 1.486
C4 -0.881 0.574 2.753
H9 -2.694 1.327 1.661
H10 -0.978 1.768 1.098
H11 -1.612 -0.052 0.984
H12 0.200 0.617 2.589
H13 -1.016 -0.495 3.100
H14 -1.119 1.134 3.697

The HOMO energy comes out at -14.575 eV. The gap between HOMO and LUMO comes out at 0.3966 Eh. Its charge is +1.

(Q)
C4H14N3 | the ωB97M-V functional and the def2-TZVPD basis

Atoms and positions in Å:
C1 -0.378 -1.338 1.278
C2 -1.621 -1.217 0.782
N1 -2.351 -2.284 0.301
N2 0.369 -0.151 1.700
H1 0.052 -2.314 1.444
H2 -2.159 -0.249 0.739
H3 -3.187 -1.978 -0.167
H4 -1.767 -2.876 -0.292
H5 1.353 -0.323 1.849
H6 -0.015 0.296 2.540
H7 0.359 0.643 0.920
C3 1.457 0.252 -1.579
C4 0.482 1.390 -1.371
N3 0.619 1.937 0.035
H8 1.312 -0.563 -0.821
H9 1.310 -0.132 -2.591
H10 2.497 0.597 -1.442
H11 0.721 2.188 -2.062
H12 -0.557 1.008 -1.501
H13 1.540 2.396 0.049
H14 -0.036 2.718 0.187

The HOMO energy comes out at -12.697 eV. The gap between HOMO and LUMO comes out at 0.3625 Eh. Its charge is +1.

Relative energy table, unit eV: (P) 0.889; (Q) 0.000

(P)
C4H14N3 | the ωB97M-V functional and the def2-TZVPD basis

Atoms and positions in Å:
C1 2.112 -0.387 1.974
C2 1.383 -0.469 -0.425
N1 1.292 -0.822 0.854
N2 1.917 0.759 -0.722
N3 0.737 -1.160 -1.357
H1 0.772 -1.675 1.038
H2 1.898 1.476 -0.012
H3 1.496 1.067 -1.590
H4 0.562 -2.150 -1.306
H5 0.532 -0.685 -2.221
H6 1.872 0.653 2.226
H7 3.183 -0.313 1.681
H8 2.010 -1.110 2.788
C3 -2.708 0.098 0.140
C4 -2.173 1.022 -0.958
H9 -2.746 0.661 1.072
H10 -3.768 -0.144 -0.056
H11 -2.144 -0.758 0.464
H12 -1.127 1.306 -0.856
H13 -2.654 2.027 -0.807
H14 -2.444 0.604 -1.928

The HOMO energy comes out at -14.750 eV. The gap between HOMO and LUMO comes out at 0.4214 Eh. Its charge is +1.

(Q)
C4H14N3 | the ωB97M-V functional and the def2-TZVPD basis

Atoms and positions in Å:
C1 -0.022 -1.265 -1.491
C2 0.739 0.961 -0.864
N1 0.915 -0.343 -0.915
N2 0.238 1.666 -1.887
N3 1.300 1.629 0.194
H1 1.683 -0.784 -0.420
H2 -0.317 1.116 -2.539
H3 -0.198 2.551 -1.693
H4 0.822 1.237 1.004
H5 1.401 2.633 0.291
H6 -0.505 -1.080 -2.450
H7 -0.958 -1.487 -0.962
H8 0.499 -2.214 -1.636
C3 -1.329 -1.916 2.447
C4 -1.373 -0.406 2.111
H9 -0.333 -2.242 2.720
H10 -2.076 -1.990 3.236
H11 -1.495 -2.499 1.535
H12 -0.904 -0.169 1.154
H13 -2.441 -0.184 2.120
H14 -0.838 0.214 2.831

The HOMO energy comes out at -14.992 eV. The gap between HOMO and LUMO comes out at 0.4234 Eh. Its charge is +1.

Relative energy table, unit eV: (P) 0.000; (Q) 0.450

(P)
CH12O6 | the ωB97M-V functional and the def2-TZVPD basis

Atoms and positions in Å:
O1 -0.732 -0.010 -1.352
C1 0.583 0.478 -1.267
H1 1.298 -0.328 -1.406
H2 0.652 1.115 -2.159
H3 -2.316 1.634 0.210
H4 -0.805 1.561 0.609
O2 -1.659 0.982 0.487
H5 0.516 2.658 1.703
H6 -0.831 -1.063 -1.236
O3 0.479 2.009 0.987
H7 1.476 -0.960 1.213
H8 1.502 0.548 1.081
O4 2.086 -0.228 1.028
H9 -0.815 -3.105 -1.442
H10 0.827 1.110 -0.387
O5 -0.389 -2.355 -1.011
H11 -0.492 -1.868 0.419
H12 -0.916 -0.669 1.185
O6 -0.462 -1.507 1.338

The HOMO energy comes out at -10.446 eV. The gap between HOMO and LUMO comes out at 0.1737 Eh. Its charge is 0.

(Q)
CH12O6 | the ωB97M-V functional and the def2-TZVPD basis

Atoms and positions in Å:
C1 -1.025 1.965 -1.389
O1 -0.796 1.385 -2.459
H1 -0.534 1.618 -0.447
H2 -1.994 2.365 -1.305
O2 0.993 -1.139 1.010
H3 1.173 -1.215 0.070
H4 0.881 -1.837 1.681
O3 1.870 3.465 0.026
H5 1.585 3.637 0.893
H6 2.720 3.953 -0.044
O4 0.381 -1.470 -1.652
H7 1.116 -1.709 -2.239
H8 0.011 -0.682 -2.033
O5 -0.380 1.284 2.776
H9 -0.294 0.619 2.078
H10 -0.760 0.756 3.535
O6 -1.698 -4.680 -0.084
H11 -0.911 -4.381 -0.433
H12 -2.337 -3.933 0.017

As for the SMILES: C=O.O.O.O.O.O. The HOMO energy comes out at -10.487 eV. The gap between HOMO and LUMO comes out at 0.3965 Eh. Its charge is 0.

Relative energy table, unit eV: (P) 6.803; (Q) 0.000